Here is 7 unconnected molecules or ions with the total composition C5H24O7 at a distorted geometry from the OMol25 dataset. Energies are from ωB97M-V/def2-TZVPD.

Output
* E_HOMO (spin up / spin down): -0.512 / -0.512 hartree
* total energy: -731.051761 Ha
* energy above the lowest of the compared OMol25 structures with the same formula, charge and spin: 2.7190 eV
* multiplicity: 2
* total charge: +1

```
36
Properties=species:S:1:pos:R:3:forces:R:3:mulliken_charge:R:1
O -1.587310 -3.123830 0.925159 0.021 1.203 0.553 -0.594
C -0.883661 1.516256 -0.564751 -2.761 0.185 0.770 0.066
C 0.937580 1.282124 -2.213475 0.118 -1.395 -3.205 -0.701
H -2.128264 -2.465055 0.441525 0.381 -1.315 -0.082 0.330
H 1.450158 1.261313 2.736270 -0.353 -0.541 0.864 0.416
C 1.743532 -0.117258 -2.556581 -1.729 0.472 0.780 -0.762
H 0.784337 -0.595469 -0.827630 1.078 -2.265 0.397 -0.266
H -1.379916 0.503819 -0.343126 1.883 -0.139 -0.255 -0.493
H 1.270841 1.098995 -0.056086 -0.916 0.645 -0.696 0.345
H 2.219171 -1.899274 -1.365328 -0.728 0.892 0.928 0.362
H 1.355874 2.232849 -2.758459 0.033 -1.289 0.849 0.331
H 0.601644 -2.044046 -1.884184 -0.701 0.108 -0.848 0.431
H 0.858494 -1.035814 3.731549 -2.240 -2.974 0.237 0.295
H 0.435750 -1.929881 2.480866 -2.256 -1.858 0.036 0.293
H -1.360646 -3.908435 0.424830 -0.437 0.153 -0.536 0.298
H -2.459147 0.022230 1.614091 -0.500 0.299 2.960 0.272
H -1.200596 2.103742 0.278247 0.189 0.510 0.481 0.687
H 2.095504 -0.467818 3.021139 -1.704 -0.289 1.918 0.357
O -3.275608 -0.745369 -1.466263 -1.060 -2.815 -0.224 -0.552
H -1.524290 -0.159870 2.731897 1.710 -0.477 0.885 0.327
O 1.101751 -1.622889 1.928462 2.716 0.691 -3.949 -0.573
H 0.841775 2.765961 -0.462962 -0.722 -1.680 -0.765 0.475
H 0.027492 1.151856 -2.888174 0.928 0.351 1.197 0.328
H -1.970399 2.741089 -1.476683 -0.674 0.271 -0.463 0.408
C 0.626447 1.655732 -0.807850 2.728 -0.278 0.818 -0.360
H 2.794805 0.020403 -2.593397 0.964 0.156 0.541 0.449
O 1.425050 -0.347730 3.772113 4.493 4.689 0.216 -0.737
O 1.707140 1.814063 2.003289 0.377 -0.786 -1.308 -0.588
H 1.487023 -0.462439 -3.534968 -0.349 0.382 -0.867 0.394
H -3.384437 0.012353 -0.964251 -0.284 2.395 1.130 0.317
O -2.408233 0.135239 2.645394 -1.172 0.167 -3.857 -0.597
H 1.135227 -1.900033 0.984539 -0.949 -0.429 1.459 0.251
H -2.481278 -0.744989 -1.954784 1.287 0.358 -0.894 0.316
H 1.464829 2.686529 2.234219 -0.224 1.451 0.589 0.310
O -1.619239 1.862298 -1.672089 -0.033 0.771 0.250 -0.350
C 1.298600 -1.296661 -1.562564 0.887 2.384 0.089 -0.486
```
Forces are in eV/Å.